No. 1
{
  "formula": "CHF3MgNNiO3S2",
  "method": "ωB97M-V/def2-TZVPD",
  "symbols": ["Ni", "S", "S", "Mg", "F", "F", "F", "O", "O", "O", "N", "C", "H"],
  "coordinates": [[-1.57590, 3.01432, -1.13081], [-1.62616, 0.59420, -0.32650], [-2.16606, -1.91348, -1.29084], [-3.53988, 0.36444, -2.81223], [-2.22240, -0.69219, 1.90109], [-2.50313, 1.43997, 2.01223], [-3.93403, 0.22013, 0.96486], [-2.65961, 1.33848, -1.25581], [-2.84791, -1.38082, -2.65789], [-0.66727, 1.71067, -0.03689], [-0.98980, -0.67453, -0.88995], [-2.66706, 0.36702, 1.27242], [1.97940, 0.38789, 0.25167]],
  "lowdin_charge": [0.599, 0.659, 0.818, 1.185, 0.186, 0.182, 0.168, -0.511, -0.798, -0.370, -0.495, -0.699, 0.078],
  "multiplicity": 3,
  "orbital_gap_ev": [4.97, 4.98],
  "homo_ev": [-11.43, -11.43],
  "s2": 2.01,
  "largest_force_ev_per_a": 1.80,
  "total_charge": 1,
  "lumo_energy_ev": [-6.5, -6.4]
}

No. 2
{
  "formula": "C5H8O",
  "method": "ωB97M-V/def2-TZVPD",
  "symbols": ["O", "C", "C", "C", "C", "C", "H", "H", "H", "H", "H", "H", "H", "H"],
  "coordinates": [[0.77624, 1.59285, 1.09185], [-0.06965, 0.57528, -0.87015], [1.05376, 0.90936, -0.11295], [-0.12802, 2.00679, 0.08596], [-1.24384, 1.04899, -0.01574], [0.22112, -2.39853, 0.07365], [2.06868, 0.98721, -0.50504], [0.32857, -1.92692, 1.05523], [-2.11759, 1.26518, -0.62314], [0.02378, 2.96853, -0.39225], [1.13916, -2.92998, -0.19276], [-1.47137, 0.60790, 0.96357], [0.03610, -1.60699, -0.64786], [-0.61693, -3.09965, 0.08961]],
  "lowdin_charge": [0.013, -0.025, -0.177, -0.240, -0.101, -0.042, 0.139, 0.024, 0.102, 0.157, 0.024, 0.129, -0.025, 0.022],
  "orbital_gap_ev": 9.68,
  "homo_ev": -8.66,
  "largest_force_ev_per_a": 0.77,
  "lumo_energy_ev": 1.0
}

No. 3
{
  "formula": "C16H17NO",
  "method": "ωB97M-V/def2-TZVPD",
  "symbols": ["O", "N", "C", "C", "C", "C", "C", "C", "C", "C", "C", "C", "C", "C", "C", "C", "C", "C", "H", "H", "H", "H", "H", "H", "H", "H", "H", "H", "H", "H", "H", "H", "H", "H", "H"],
  "coordinates": [[4.60433, -2.34004, 2.25695], [-1.16081, -0.14967, -1.78091], [-2.36752, -1.26433, -0.14796], [-1.18451, -1.18163, -0.85525], [-2.45332, 0.39167, -1.73510], [-4.45531, 0.24322, -0.37892], [-3.13856, -0.20278, -0.66145], [-4.34985, 1.62570, -2.42200], [-3.04803, 1.27182, -2.68381], [4.95778, -0.12237, 1.44717], [3.05511, 1.25477, 0.70082], [2.26604, 0.28790, 1.38514], [2.70716, -0.99513, 1.82165], [2.46507, 2.49392, 0.17575], [4.42266, 0.99027, 0.69413], [-2.64508, -2.12904, 1.05712], [4.10561, -1.11947, 1.87191], [-4.94715, 1.24921, -1.20207], [-1.79359, -2.50780, 1.56960], [-2.48761, 1.50962, -3.57110], [-0.35265, -1.85467, -0.91765], [-4.81225, 2.29537, -3.12740], [1.21634, 0.46027, 1.22434], [6.01211, -0.10706, 1.76072], [-3.30305, -1.53903, 1.71723], [-5.02780, -0.21968, 0.43659], [5.08294, 1.70855, 0.23245], [-5.95166, 1.57854, -0.98578], [-0.58789, -0.19670, -2.60388], [2.99310, 3.40813, 0.44929], [-3.39751, -2.90064, 0.84335], [2.09365, -1.87430, 1.62526], [2.14775, 2.43041, -0.88351], [1.53323, 2.71098, 0.72121], [5.39343, -2.64538, 1.82069]],
  "lowdin_charge": [-0.030, 0.090, -0.218, -0.052, -0.196, -0.020, -0.170, -0.119, -0.026, -0.120, -0.384, -0.152, -0.119, -0.119, -0.140, -0.040, -0.429, -0.116, 0.067, 0.099, 0.118, 0.088, 0.052, 0.072, 0.073, 0.109, 0.061, 0.084, 0.144, 0.062, 0.073, 0.064, 0.069, 0.060, 0.067],
  "multiplicity": 2,
  "orbital_gap_ev": [2.32, 6.20],
  "homo_ev": [0.50, -3.39],
  "s2": 0.76,
  "largest_force_ev_per_a": 3.08,
  "total_charge": -1,
  "lumo_energy_ev": [2.8, 2.8]
}